# 1
C2H7NOS2 | ωB97M-V/def2-TZVPD

The geometry in XYZ format:
```
13
Properties=species:S:1:pos:R:3
N -0.210 -1.819 -0.097
C -0.290 -1.913 -1.468
O -0.405 -0.955 -2.195
H 0.132 -0.898 0.147
H 0.244 -2.608 0.343
H -0.270 -2.936 -1.871
C 0.565 1.899 -0.072
S 1.023 1.197 1.558
S -0.735 0.414 2.263
H 0.800 2.956 -0.060
H -0.511 1.794 -0.200
H 1.106 1.353 -0.839
H -1.448 1.516 2.493
```

The energy above the lowest of the compared OMol25 structures with the same formula, charge and spin comes out at 7.38 kcal per mole. The value obtained for the lowest unoccupied orbital energy is 0.5 eV. As for the structure (SMILES): NC=O.CSS.

# 2
C10H16N2 | ωB97M-V/def2-TZVPD

The geometry in XYZ format:
```
28
Properties=species:S:1:pos:R:3
C 2.813 -1.553 0.096
C 1.530 -0.637 -0.385
C 1.640 0.807 -0.019
C 0.661 1.722 -0.159
N 0.610 3.027 0.431
N -0.545 1.227 -0.384
C -0.805 0.067 -1.093
C -2.158 -0.273 -0.926
C -2.300 -0.139 0.672
C -1.088 -0.876 1.342
C -0.293 -1.903 0.550
C 0.156 -1.144 -0.668
H 2.398 -2.511 0.544
H 3.714 -0.968 0.619
H 3.294 -1.822 -0.945
H 2.659 1.169 0.467
H 1.394 3.253 0.915
H -0.484 3.145 0.655
H -0.658 0.199 -2.234
H -2.527 -1.431 -1.224
H -3.076 0.416 -1.425
H -3.317 -0.549 1.129
H -2.500 0.827 1.222
H -1.350 -1.316 2.239
H -0.331 0.036 1.630
H -1.000 -2.610 0.059
H 0.434 -2.280 1.143
H -0.044 -1.753 -1.583
```

The energy above the lowest of the compared OMol25 structures with the same formula, charge and spin comes out at 114.13 kcal per mole. The value obtained for the lowest unoccupied orbital energy is 0.2 eV. As for the structure (SMILES): CC1=CC(N)=N[C@@H]2CCCC[C@H]12.

# 3
C60H160F3N14O16Zn | ωB97M-V/def2-TZVPD

The geometry in XYZ format:
```
254
Properties=species:S:1:pos:R:3
Zn -0.644 -2.941 2.139
C -0.948 -0.272 1.010
O -0.725 -1.251 0.006
O -1.263 -0.969 2.186
C 0.347 0.663 1.090
F 0.846 0.981 -0.156
F 0.159 1.776 1.753
F 1.417 0.090 1.586
C -0.927 -0.994 -1.355
C -0.339 -2.154 -2.153
H -0.876 -3.097 -2.050
H -0.150 -1.888 -3.193
H 0.642 -2.406 -1.749
H -0.358 -0.149 -1.744
H -1.946 -0.975 -1.743
H -1.833 0.278 0.690
C 7.915 0.954 -0.264
C 7.471 2.248 -0.883
C 6.162 2.857 -0.328
O 5.121 1.917 -0.531
C 3.812 2.414 -0.189
N 8.533 3.206 -0.861
H 8.881 0.639 -0.659
H 7.140 0.215 -0.466
H 8.060 0.892 0.814
H 7.334 1.980 -1.931
H 6.001 3.768 -0.904
H 6.084 2.958 0.755
H 3.039 1.804 -0.656
H 3.621 3.445 -0.484
H 3.538 2.293 0.860
H 8.382 3.950 -1.527
H 9.331 2.706 -1.224
C 3.446 2.079 3.876
C 3.261 2.680 5.273
C 3.922 1.970 6.389
O 3.643 0.587 6.389
C 4.237 -0.112 7.460
N 3.734 4.100 5.234
H 4.495 2.007 3.589
H 2.938 2.734 3.168
H 3.038 1.068 3.849
H 2.185 2.634 5.443
H 3.853 2.416 7.381
H 4.989 1.963 6.167
H 3.959 0.171 8.475
H 5.325 -0.108 7.392
H 3.854 -1.124 7.330
H 4.739 4.102 5.342
H 3.623 4.405 4.277
C -2.818 -3.212 4.561
C -2.320 -4.357 3.716
C -3.090 -4.600 2.375
O -2.683 -3.460 1.626
C -3.493 -3.301 0.443
N -0.889 -4.412 3.531
H -2.289 -3.252 5.513
H -3.881 -3.173 4.798
H -2.653 -2.228 4.122
H -2.578 -5.288 4.220
H -4.163 -4.747 2.500
H -2.667 -5.530 1.994
H -4.548 -3.208 0.702
H -3.395 -4.146 -0.237
H -3.148 -2.421 -0.100
H -0.433 -4.650 4.401
H -0.640 -5.254 3.031
C -1.727 4.973 4.267
C -1.814 3.609 3.536
C -1.027 2.478 4.234
O -1.434 2.376 5.560
C -0.694 1.370 6.156
N -3.239 3.255 3.356
H -2.180 5.729 3.625
H -0.705 5.279 4.491
H -2.331 4.825 5.162
H -1.510 3.818 2.511
H 0.035 2.720 4.198
H -1.208 1.512 3.761
H 0.316 1.735 6.341
H -0.856 0.471 5.560
H -1.089 1.196 7.157
H -3.503 3.141 4.324
H -3.741 4.088 3.083
C 0.714 -1.951 5.172
C 1.800 -1.977 4.028
C 3.129 -2.394 4.700
O 2.930 -3.600 5.420
C 4.098 -3.920 6.175
N 1.318 -2.841 2.967
H -0.257 -1.718 4.735
H 0.915 -1.194 5.930
H 0.600 -2.884 5.724
H 1.820 -0.954 3.654
H 3.363 -1.630 5.442
H 3.933 -2.484 3.969
H 5.059 -3.499 5.881
H 4.103 -5.010 6.182
H 3.923 -3.682 7.225
H 1.977 -2.497 2.283
H 1.795 -3.665 3.306
C -5.528 -1.522 3.063
C -4.882 -0.234 2.555
C -6.036 0.847 2.517
O -7.001 0.514 1.549
C -8.120 1.357 1.679
N -3.798 0.333 3.398
H -6.534 -1.823 2.772
H -5.563 -1.597 4.150
H -4.879 -2.331 2.728
H -4.470 -0.470 1.573
H -5.670 1.842 2.260
H -6.522 0.948 3.488
H -8.700 1.266 2.597
H -8.747 0.996 0.863
H -7.837 2.404 1.570
H -2.966 -0.197 3.185
H -3.537 1.283 3.177
C 1.191 4.659 1.802
C 2.310 5.746 1.669
C 1.867 6.946 2.565
O 0.839 7.712 1.901
C 0.420 8.795 2.652
N 3.495 5.184 2.308
H 1.476 3.740 1.291
H 0.275 5.039 1.349
H 1.005 4.345 2.829
H 2.550 6.051 0.650
H 2.757 7.533 2.793
H 1.553 6.707 3.581
H -0.155 8.567 3.549
H -0.209 9.371 1.974
H 1.224 9.442 3.003
H 4.192 5.914 2.270
H 3.968 4.494 1.742
C -4.705 -3.444 -3.339
C -4.273 -4.745 -4.094
C -4.643 -6.027 -3.413
O -3.785 -6.201 -2.203
C -2.462 -6.475 -2.385
N -4.658 -4.634 -5.487
H -4.307 -3.412 -2.325
H -5.784 -3.287 -3.350
H -4.284 -2.565 -3.829
H -3.186 -4.810 -4.049
H -4.446 -6.817 -4.137
H -5.707 -6.174 -3.229
H -1.995 -5.493 -2.322
H -2.133 -7.058 -3.246
H -2.236 -7.077 -1.505
H -5.646 -4.820 -5.577
H -4.090 -5.287 -6.008
C -4.028 3.574 -0.123
C -4.707 2.811 -1.266
C -4.894 1.328 -0.838
O -5.445 0.605 -1.905
C -6.051 -0.624 -1.573
N -6.001 3.459 -1.450
H -3.536 4.449 -0.546
H -3.166 2.997 0.214
H -4.666 3.847 0.717
H -4.139 2.793 -2.196
H -5.545 1.276 0.035
H -3.970 0.822 -0.558
H -7.017 -0.398 -1.122
H -5.444 -1.272 -0.941
H -6.298 -1.078 -2.533
H -6.395 2.997 -2.257
H -6.610 3.221 -0.680
C 0.416 7.712 -1.623
C -0.848 6.841 -1.253
C -0.537 5.351 -1.206
O -0.606 4.588 -2.485
C -0.408 3.234 -2.267
N -1.205 7.404 0.031
H 0.836 7.456 -2.596
H 1.214 7.458 -0.925
H 0.229 8.786 -1.588
H -1.760 7.026 -1.820
H -1.229 4.851 -0.528
H 0.455 5.241 -0.769
H -0.383 2.828 -3.278
H -1.169 2.762 -1.645
H 0.590 3.132 -1.840
H -1.802 6.803 0.581
H -0.352 7.651 0.512
C -4.722 -1.253 -8.816
C -3.559 -2.054 -8.188
C -3.041 -1.521 -6.831
O -2.178 -0.405 -7.070
C -1.679 0.137 -5.881
N -3.933 -3.509 -8.125
H -4.541 -0.178 -8.823
H -5.609 -1.489 -8.229
H -4.766 -1.598 -9.849
H -2.742 -1.930 -8.898
H -2.446 -2.326 -6.398
H -3.919 -1.222 -6.259
H -1.371 -0.662 -5.207
H -2.461 0.735 -5.412
H -0.781 0.715 -6.098
H -3.131 -4.060 -7.856
H -4.508 -3.671 -7.311
C 3.711 -1.291 -0.828
C 4.411 -1.795 0.499
C 4.781 -0.668 1.482
O 5.829 -1.160 2.329
C 5.947 -0.463 3.555
N 3.572 -2.744 1.144
H 4.400 -0.597 -1.309
H 2.832 -0.679 -0.625
H 3.412 -2.030 -1.572
H 5.350 -2.259 0.196
H 3.878 -0.364 2.012
H 5.145 0.217 0.961
H 6.335 0.504 3.235
H 6.762 -0.914 4.120
H 5.013 -0.417 4.116
H 3.235 -3.481 0.541
H 4.176 -3.181 1.826
C 2.713 -3.788 -3.434
C 2.227 -5.058 -4.207
C 0.675 -5.311 -4.092
O 0.161 -6.552 -4.648
C 0.619 -7.704 -4.000
N 2.585 -4.956 -5.595
H 2.130 -2.951 -3.818
H 3.738 -3.537 -3.706
H 2.647 -3.908 -2.353
H 2.734 -5.916 -3.765
H 0.227 -4.495 -4.659
H 0.222 -5.152 -3.114
H 0.408 -8.579 -4.616
H 0.114 -7.832 -3.043
H 1.698 -7.668 -3.850
H 2.478 -3.984 -5.849
H 1.931 -5.514 -6.125
C 3.998 -1.710 -7.364
C 3.026 -1.308 -6.205
C 2.693 0.207 -6.115
O 1.689 0.566 -5.100
C 1.999 0.303 -3.745
N 1.851 -2.167 -6.265
H 4.887 -1.085 -7.449
H 3.520 -1.828 -8.337
H 4.464 -2.661 -7.105
H 3.524 -1.583 -5.275
H 2.228 0.542 -7.042
H 3.620 0.771 -6.006
H 2.293 -0.718 -3.500
H 1.143 0.506 -3.101
H 2.756 0.977 -3.345
H 1.244 -1.809 -5.542
H 1.317 -1.893 -7.078
```

The value obtained for the lowest unoccupied orbital energy is -3.1 eV. The charge is +1.

# 4
C3H10N4 | ωB97M-V/def2-TZVPD

The geometry in XYZ format:
```
17
Properties=species:S:1:pos:R:3
H -0.556 2.606 -0.616
N 0.351 2.153 -0.745
C 0.240 0.884 -0.922
N 1.297 -0.135 -0.411
N 2.260 0.444 0.484
C 0.545 -1.239 0.129
N -0.906 -1.080 -0.253
C -1.817 -0.507 0.720
H -0.337 0.555 -1.792
H 2.994 0.857 -0.097
H 1.876 1.282 0.934
H 0.604 -1.337 1.220
H 0.909 -2.146 -0.365
H -1.225 -1.235 -1.203
H -2.670 -1.179 0.839
H -2.213 0.451 0.378
H -1.352 -0.372 1.700
```

The energy above the lowest of the compared OMol25 structures with the same formula, charge and spin comes out at 79.50 kcal per mole. The value obtained for the lowest unoccupied orbital energy is 1.0 eV. As for the structure (SMILES): [H]/N=C/N(N)CNC.

# 5
C3H5NO2S2 | ωB97M-V/def2-TZVPD

The geometry in XYZ format:
```
13
Properties=species:S:1:pos:R:3
C -1.403 -0.197 1.328
O -1.702 0.279 -0.130
C -0.569 0.346 -0.922
S -1.104 0.582 -2.490
S 1.149 0.093 -0.516
C 1.184 0.525 1.200
N 1.293 -0.309 2.204
O 1.316 -1.703 2.019
H -1.051 0.675 2.002
H -2.437 -0.535 1.916
H -0.774 -1.033 1.377
H 1.220 1.600 1.559
H 1.085 -1.995 1.066
```

The energy above the lowest of the compared OMol25 structures with the same formula, charge and spin comes out at 119.23 kcal per mole. The value obtained for the lowest unoccupied orbital energy is -0.4 eV. As for the structure (SMILES): COC(=S)S/C=N\O.

# 6
C47H47BCoN11O6 | ωB97M-V/def2-TZVPD

The geometry in XYZ format:
```
113
Properties=species:S:1:pos:R:3
Co 0.462 -2.450 -0.356
O -3.975 -3.025 6.061
C -3.911 -2.667 4.782
O -4.841 -2.185 4.196
C -2.585 -2.822 4.091
C -1.449 -2.191 4.592
C -0.299 -2.106 3.832
C -0.253 -2.677 2.553
C -1.366 -3.408 2.109
C -2.525 -3.453 2.849
N 0.801 -2.472 1.684
C 2.038 -2.390 2.129
C 3.126 -2.073 1.308
C 4.423 -2.507 1.648
C 5.440 -2.493 0.736
C 5.144 -2.092 -0.593
C 3.931 -1.569 -0.885
N 2.934 -1.411 0.073
H -3.164 -3.424 6.405
H -1.477 -1.717 5.563
H 0.548 -1.554 4.208
H -1.308 -3.904 1.149
H -3.402 -3.957 2.476
H 2.254 -2.687 3.154
H 4.568 -2.907 2.641
H 6.435 -2.801 1.011
H 5.893 -2.175 -1.361
H 3.689 -1.171 -1.859
C 0.269 -0.064 -5.386
N 0.638 -0.895 -4.260
C 0.225 -0.874 -2.994
N 0.802 -1.864 -2.322
C 1.580 -2.469 -3.255
N 1.491 -1.900 -4.424
C 0.339 1.409 -5.066
C 1.309 2.218 -5.648
C 1.359 3.575 -5.363
C 0.479 4.134 -4.456
C -0.473 3.320 -3.840
C -0.570 1.973 -4.182
C -1.277 3.855 -2.769
N -1.384 5.098 -2.400
N -2.088 5.127 -1.282
C -2.398 3.901 -0.967
O -1.909 3.036 -1.891
C -3.050 3.442 0.235
C -3.375 4.345 1.247
C -3.897 3.869 2.435
C -4.079 2.509 2.626
C -3.770 1.603 1.617
C -3.960 0.122 1.836
N -3.081 -0.650 0.996
C -1.754 -0.595 0.889
N -1.353 -1.425 -0.072
C -2.514 -1.967 -0.524
N -3.559 -1.508 0.103
C -3.276 2.079 0.415
H -0.742 -0.336 -5.708
H 0.964 -0.320 -6.186
H -0.447 -0.161 -2.566
H 2.199 -3.322 -3.060
H 2.023 1.793 -6.337
H 2.099 4.195 -5.842
H 0.510 5.183 -4.211
H -1.373 1.385 -3.762
H -3.208 5.397 1.086
H -4.148 4.562 3.223
H -4.474 2.147 3.562
H -4.979 -0.185 1.581
H -3.793 -0.140 2.884
H -1.113 0.026 1.482
H -2.570 -2.688 -1.315
H -3.064 1.411 -0.407
C 0.125 6.518 0.462
C 0.976 5.521 1.258
C 2.382 6.128 1.425
C 0.347 5.354 2.646
C 1.164 4.198 0.528
C 1.563 4.202 -0.817
C 1.883 3.055 -1.527
C 1.835 1.861 -0.835
O 2.252 0.605 -1.201
B 2.183 -0.155 -0.045
O 1.609 0.550 0.989
C 1.440 1.833 0.504
C 1.078 2.973 1.194
H 0.144 7.483 0.960
H -0.910 6.190 0.401
H 0.487 6.664 -0.551
H 2.320 7.040 2.013
H 2.820 6.373 0.461
H 3.044 5.432 1.933
H 0.107 6.335 3.047
H 1.033 4.875 3.340
H -0.576 4.779 2.597
H 1.664 5.148 -1.323
H 2.196 3.101 -2.558
H 0.800 2.892 2.230
C 0.497 -8.020 -0.280
N 0.114 -6.659 -0.600
C -1.230 -6.436 -1.094
C 0.923 -5.618 -0.444
C 2.340 -5.858 -0.010
O 0.510 -4.456 -0.673
H -0.369 -8.669 -0.379
H 0.862 -8.092 0.745
H 1.271 -8.384 -0.958
H -1.579 -7.316 -1.628
H -1.226 -5.585 -1.773
H -1.919 -6.223 -0.274
H 2.662 -6.878 -0.186
H 2.435 -5.640 1.052
H 2.997 -5.178 -0.549
```

The expectation value of S² is 6.04. The value obtained for the lowest unoccupied orbital energy (alpha / beta) is -5.0 / -6.6 eV. The charge is +2. The spin multiplicity is 5.

# 7
C6H7Cl | ωB97M-V/def2-TZVPD

The geometry in XYZ format:
```
14
Properties=species:S:1:pos:R:3
C -1.162 0.630 -0.852
C -2.002 0.334 0.118
C 0.071 1.083 -0.269
C 0.127 0.752 1.216
C 1.067 0.009 0.277
C 0.939 -1.462 -0.124
Cl -3.481 -0.418 0.259
H -1.475 0.724 -1.950
H 0.641 1.986 -0.775
H 0.447 1.404 2.049
H 2.083 0.373 0.392
H 1.204 -1.460 -1.123
H -0.002 -1.936 0.122
H 1.542 -2.020 0.660
```

The energy above the lowest of the compared OMol25 structures with the same formula, charge and spin comes out at 70.16 kcal per mole. The expectation value of S² is 2.02. The value obtained for the lowest unoccupied orbital energy (alpha / beta) is 1.1 / -1.3 eV. The spin multiplicity is 3.

Respective strongest force on any atom values: 0.023; 0.174; 0.091; 0.082; 0.102; 0.044; 0.081 Eh/bohr.
Respective DFT total energy values: -27395.6696; -13604.0033; -174991.5632; -9230.1363; -30442.9388; -116473.1815; -18850.7370 eV.